Density functional theory data (ωB97M-V with the def2-TZVPD basis set) for C25H23N3O5 in the gas phase in a non-equilibrium geometry.

Its gap between HOMO and LUMO is 0.277 hartree. For the HOMO energy, the calculation gives -7.908 eV. Its relative energy (zero: lowest compared OMol25 entry of this formula, charge and spin) is 64.1 kcal per mole. As for the SMILES: COc1ccc(-c2cc(-c3nnc(COC(=O)[C@@H]4C[C@H]4C)o3)c3ccccc3n2)cc1OC. For the calculated total energy, the calculation gives -41004.9016 eV.

ORCA input file:
```
! RIJCOSX wB97M-V def2-TZVPD def2/J DEFGRID3
* xyz 0 1
C 2.682 -3.227 4.962
H 3.496 -2.655 4.504
O 1.553 -2.423 5.196
C 0.945 -1.834 4.134
C 1.341 -1.961 2.813
C 0.656 -1.308 1.799
C -0.442 -0.514 2.090
C -0.859 -0.398 3.421
C -0.186 -1.038 4.440
O -0.517 -0.976 5.758
C -1.652 -0.228 6.119
H -1.534 0.831 5.868
H -1.741 -0.334 7.199
H -2.558 -0.614 5.640
H -1.725 0.212 3.613
C -1.204 0.192 1.056
N -2.445 0.515 1.346
C -3.201 1.150 0.438
C -4.532 1.461 0.792
C -5.352 2.097 -0.096
C -4.881 2.450 -1.370
C -3.595 2.167 -1.746
C -2.725 1.513 -0.856
C -1.368 1.188 -1.140
C -0.622 0.530 -0.186
H 0.411 0.294 -0.384
C -0.734 1.525 -2.397
N -1.256 1.990 -3.492
N -0.269 2.110 -4.394
C 0.818 1.718 -3.813
O 0.606 1.341 -2.543
C 2.183 1.682 -4.409
H 2.097 1.298 -5.432
H 2.615 2.686 -4.432
O 3.079 0.896 -3.645
C 2.734 -0.404 -3.486
O 1.746 -0.885 -3.978
C 3.714 -1.107 -2.640
C 3.184 -2.118 -1.642
C 3.895 -2.592 -2.858
H 3.313 -3.036 -3.651
H 4.895 -2.985 -2.757
C 3.832 -2.212 -0.286
H 3.591 -3.169 0.174
H 4.913 -2.133 -0.371
H 3.478 -1.417 0.369
H 2.107 -2.239 -1.640
H 4.569 -0.508 -2.359
H -3.227 2.431 -2.724
H -5.544 2.950 -2.059
H -6.371 2.332 0.176
H -4.869 1.176 1.776
H 0.976 -1.455 0.779
H 2.187 -2.578 2.556
H 2.441 -4.087 4.328
H 2.998 -3.581 5.942
*
```